Formula: C3H8NO
Source: OMol25
Level of theory: ωB97M-V/def2-TZVPD

Each line ends with the Löwdin charge.
Atoms and positions in Å:
C (0.537511, 1.070438, -0.408865)  0.003
C (1.160527, 0.056875, 0.488147)  -0.294
C (-1.362104, -0.789396, 0.177076)  0.015
N (-0.068205, -0.262195, -0.346442)  -0.070
O (2.347662, -0.435986, 0.014315)  0.011
H (0.034749, 1.980773, -0.114081)  0.133
H (1.149651, 1.287245, -1.392032)  0.186
H (1.056754, 0.060970, 1.593838)  0.185
H (-2.272681, -0.015843, 0.099643)  0.160
H (-1.485668, -1.737571, -0.428251)  0.116
H (-1.094784, -1.156250, 1.202599)  0.108
H (0.341320, -0.962576, -1.096042)  0.238
H (3.145094, -0.283667, 0.686361)  0.210

Atomic forces in eV per Å
1.930 1.232 -1.815
0.353 1.818 0.633
-0.892 -0.250 0.302
2.223 -2.993 -1.983
2.008 -0.289 1.724
-0.637 -0.451 0.443
-1.341 -0.783 2.024
-0.469 0.024 -0.934
2.328 -1.902 0.209
-0.601 1.319 0.657
-0.965 0.686 -0.670
-1.200 2.133 1.380
-2.739 -0.546 -1.971

Values from the calculation:
ΔE to the lowest compared entry with this formula, charge and spin in kcal/mol: 47.9
HOMO level in hartree: -0.5708
Kohn-Sham gap in eV: 12.31
SMILES: C[N@H+]1C[C@@H]1O
Calculated total energy in eV: -6769.0917
Charge: +1



Formula: C2H4Br2O
Source: OMol25
Level of theory: ωB97M-V/def2-TZVPD

Each line ends with the Löwdin charge.
Atoms and positions in Å:
C (1.203800, -1.535777, 0.602694)  -0.596
C (-1.432168, 1.081719, -1.353425)  -0.495
O (-1.215018, 2.373033, -1.459282)  -0.091
Br (1.098695, 0.111850, 1.564660)  0.499
Br (-2.170316, 0.486778, 0.345289)  0.501
H (0.387217, -1.677296, -0.231428)  0.054
H (1.213634, -2.407294, 1.248711)  -0.001
H (2.253003, -1.489583, 0.097736)  0.038
H (-1.338846, 3.056568, -0.814954)  0.090

Atomic forces in eV per Å
1.078 -0.712 -3.008
0.276 1.303 -0.260
0.224 -2.231 -1.379
-0.103 0.068 0.286
-0.190 0.556 -0.054
1.523 0.650 1.821
-0.219 0.233 0.285
-2.042 -0.223 0.703
-0.547 0.356 1.605

Values from the calculation:
ΔE to the lowest compared entry with this formula, charge and spin in kcal/mol: 69.6
HOMO level in hartree: -0.3445
Kohn-Sham gap in eV: 9.52
Calculated total energy in eV: -144268.3131



Formula: C4H9NO2
Source: OMol25
Level of theory: ωB97M-V/def2-TZVPD

Each line ends with the Löwdin charge.
Atoms and positions in Å:
C (2.469055, -1.548739, 0.522325)  -0.078
C (1.228964, -0.714462, 0.592376)  -0.277
N (0.922270, 0.243677, -0.179697)  0.100
C (-1.305938, 0.936000, 0.800230)  -0.436
O (-1.790064, -0.163399, 0.924496)  0.035
O (-1.545278, 1.781725, -0.202161)  -0.085
C (-2.307866, 1.226645, -1.268063)  -0.068
H (3.215160, -1.077677, -0.125098)  0.073
H (2.897364, -1.711630, 1.515931)  0.074
H (2.209101, -2.529391, 0.107960)  0.081
H (0.493122, -0.973933, 1.362746)  0.102
H (-0.629062, 1.404398, 1.524940)  0.137
H (1.650621, 0.422387, -0.873106)  0.069
H (-2.435307, 2.031794, -1.991766)  0.090
H (-1.771626, 0.386675, -1.720888)  0.092
H (-3.275058, 0.875600, -0.901641)  0.091

Atomic forces in eV per Å
0.089 -0.021 -0.046
-0.048 0.128 -0.166
0.292 -0.267 0.108
-0.170 -0.211 0.170
0.121 0.475 -0.045
-0.054 -0.005 0.186
-0.183 -0.048 -0.227
-0.068 -0.119 0.086
-0.057 0.016 -0.122
0.082 0.064 0.089
0.113 -0.008 -0.134
-0.187 0.017 -0.020
0.057 -0.048 0.046
-0.016 -0.128 0.082
-0.049 0.122 0.093
0.079 0.034 -0.099

Values from the calculation:
ΔE to the lowest compared entry with this formula, charge and spin in kcal/mol: 42.1
HOMO level in hartree: -0.3637
Kohn-Sham gap in eV: 10.92
SMILES: [H]/N=C\C.COC=O
Calculated total energy in eV: -9878.2344